Entry 1:
Density functional theory data (ωB97M-V/def2-TZVPD) for a 8-piece molecular cluster, C14H44N4O8 overall.

Computed properties:
SMILES string   NC(N)=O.NC(N)=O.CC(C)O.CC(C)O.CC(C)O.CO.CO.CO
Charge   0
E_LUMO   0.06 eV
Energy relative to the best compared isomer or geometry (same formula, charge and spin)   185.01 kcal per mole
Spin multiplicity   1

Positions of all 70 atoms, in Å:
O1 2.6933 -0.4954 2.2831
O2 2.3729 -0.1164 -0.3377
O3 -3.1385 2.9971 1.9830
O4 4.6417 -2.9058 1.7152
O5 2.5334 -1.2052 -4.1876
O6 -0.3516 -0.2918 -5.6891
O7 -2.0046 -0.1240 -3.3942
O8 -1.9402 -2.6097 2.0442
N1 1.3927 0.5950 3.9636
N2 1.0356 -1.7133 -2.3223
N3 0.4283 -2.2865 -4.1740
N4 1.8084 -1.3785 4.4264
C1 -1.7112 0.2165 -2.2462
C2 -1.2298 -0.4838 1.4230
C3 3.5117 -3.2282 0.8910
C4 -2.1980 4.1717 3.8569
C5 -1.2694 -1.9759 1.2082
C6 -2.1766 3.7781 2.3916
C7 -1.4695 1.6969 -2.0764
C8 0.1239 -2.5479 1.1866
C9 0.3997 0.8909 -5.3288
C10 -0.9632 2.9153 2.0948
C11 1.8711 1.1313 -0.6255
C12 1.9655 -0.4488 3.5224
C13 -3.0316 -0.1060 -1.5375
C14 1.4039 -1.7341 -3.5945
H1 2.5085 1.8612 -0.1107
H2 -1.8207 3.3193 4.4509
H3 1.7099 -1.2576 -1.7430
H4 0.7763 -1.9917 0.5277
H5 1.4803 -1.2736 5.3574
H6 -1.7052 -2.2016 0.2583
H7 1.4841 1.3838 3.4025
H8 -2.2343 2.3623 -2.4151
H9 -3.2299 4.5250 4.0729
H10 -2.2888 4.7220 1.7556
H11 -1.4946 1.9426 -0.9847
H12 -0.7992 -0.0354 0.5576
H13 3.6735 -3.8061 -0.0283
H14 0.9784 1.1729 -0.0730
H15 0.9787 0.7157 4.8883
H16 0.7060 -2.3563 2.1124
H17 -2.1450 0.0262 1.6902
H18 -0.8151 2.1220 2.8160
H19 -3.9040 0.1393 -2.0954
H20 1.4435 0.9603 -5.6084
H21 0.5289 -2.5050 -5.2025
H22 3.0047 -2.4003 0.5728
H23 2.7903 -3.8378 1.3850
H24 2.5647 -0.3428 0.5482
H25 0.5034 0.8633 -4.2613
H26 -1.4576 4.9784 4.0051
H27 -0.0519 1.8009 -5.7577
H28 -0.9720 -0.4221 -1.8113
H29 0.1358 -2.0382 -1.9414
H30 -3.1898 -1.1894 -1.3749
H31 0.2564 -3.5411 0.8971
H32 -0.1039 3.5057 2.2837
H33 4.8351 -1.9907 1.6214
H34 1.6130 1.3386 -1.7233
H35 -3.2941 3.1854 1.1066
H36 -3.0813 0.4473 -0.6277
H37 -0.4566 -0.2340 2.1778
H38 -1.2702 -0.5672 -3.8985
H39 -0.4433 -2.6268 -3.7439
H40 -2.8055 -2.8699 1.6766
H41 -0.4950 1.9711 -2.4083
H42 -0.8056 2.5733 1.0786
H43 2.2854 -2.2061 4.1369
H44 -0.0911 -0.9642 -5.0468

Entry 2:
Density functional theory data (ωB97M-V/def2-TZVPD) for one molecule with the formula CH2ClFP2.

Computed properties:
Charge   0
E_LUMO (alpha / beta)   -0.10 / -2.97 eV
Energy relative to the best compared isomer or geometry (same formula, charge and spin)   17.12 kcal per mole
Spin multiplicity   3
Expectation value of S²   2.009

Positions of all 7 atoms, in Å:
Cl1 3.8200 0.2397 0.5221
P1 1.4545 1.1535 -0.9877
P2 -0.8334 0.8523 -0.1716
F1 -0.7483 1.7854 1.1616
C1 2.0576 0.1976 0.3101
H1 1.3920 -0.1473 1.1390
H2 -1.9446 1.7946 -0.8023

Entry 3:
Density functional theory data (ωB97M-V/def2-TZVPD) for a 2-piece molecular cluster, C3H6ClN2O2 overall.

Computed properties:
Charge   +1
E_LUMO (alpha / beta)   -8.10 / -8.10 eV
Energy relative to the best compared isomer or geometry (same formula, charge and spin)   164.50 kcal per mole
Spin multiplicity   1

Positions of all 14 atoms, in Å:
Cl1 -2.8019 1.8594 0.0633
O1 -0.4959 -2.3992 -0.2047
O2 -2.5428 -1.5348 -0.1291
N1 1.5380 -0.4070 0.4662
N2 -1.3756 -1.3087 -0.1168
C1 0.5290 0.3392 0.0717
C2 -0.7392 -0.1806 -0.0823
C3 0.7319 1.7802 -0.1894
H1 1.7849 2.0457 -0.1935
H2 -1.0062 -3.2240 -0.3335
H3 2.4515 0.0115 0.5839
H4 0.2142 2.3670 0.5696
H5 0.2702 2.0527 -1.1376
H6 1.4419 -1.4015 0.6321